Entry 1:
{
  "formula": "C12H48N16O12",
  "method": "ωB97M-V/def2-TZVPD",
  "total_energy_ev": -61642.0063,
  "max_force_ev_per_a": 2.7,
  "e_homo_ev": -9.1243,
  "symbols": ["C", "O", "H", "H", "H", "H", "C", "O", "H", "H", "H", "H", "C", "O", "H", "H", "H", "H", "C", "O", "H", "H", "H", "H", "C", "O", "N", "N", "H", "H", "H", "H", "C", "O", "N", "N", "H", "H", "H", "H", "C", "O", "N", "N", "H", "H", "H", "H", "C", "O", "N", "N", "H", "H", "H", "H", "C", "O", "N", "N", "H", "H", "H", "H", "C", "O", "N", "N", "H", "H", "H", "H", "C", "O", "N", "N", "H", "H", "H", "H", "C", "O", "N", "N", "H", "H", "H", "H"],
  "xyz": [[-2.369, -1.532, 3.365], [-1.848, -0.926, 4.568], [-1.926, -1.104, 2.466], [-2.102, -2.585, 3.471], [-3.453, -1.422, 3.335], [-1.301, -0.192, 4.270], [-1.913, -0.741, -3.332], [-2.069, -1.655, -4.423], [-1.284, 0.086, -3.659], [-2.823, -0.233, -2.998], [-1.459, -1.340, -2.542], [-2.519, -2.429, -4.071], [0.295, -0.616, -0.478], [-1.069, -0.473, -0.103], [0.858, -0.744, 0.452], [0.556, -1.376, -1.217], [0.810, 0.269, -0.864], [-1.425, 0.328, -0.534], [1.430, 1.211, -3.621], [0.574, 1.998, -4.434], [0.809, 0.790, -2.823], [1.829, 0.374, -4.196], [2.234, 1.738, -3.106], [-0.264, 2.092, -3.979], [0.746, -0.133, 4.349], [0.138, 0.637, 3.592], [1.805, -0.884, 3.913], [0.474, -0.279, 5.665], [2.122, -1.603, 4.533], [2.140, -0.804, 2.964], [0.934, -1.031, 6.143], [-0.191, 0.223, 6.219], [1.145, -3.247, -2.612], [2.235, -2.753, -2.272], [0.487, -4.194, -1.918], [0.479, -2.741, -3.694], [1.001, -4.588, -1.149], [-0.463, -4.443, -2.115], [0.920, -1.953, -4.132], [-0.524, -2.815, -3.730], [3.623, -1.433, 0.568], [3.642, -1.078, 1.756], [3.618, -2.737, 0.154], [3.323, -0.554, -0.421], [3.360, -2.981, -0.801], [3.922, -3.464, 0.773], [3.177, -0.954, -1.335], [3.245, 0.448, -0.231], [-1.103, -4.071, 0.420], [-1.280, -5.287, 0.295], [-0.191, -3.498, 1.259], [-1.934, -3.179, -0.183], [-0.060, -2.511, 1.317], [0.267, -4.183, 1.836], [-2.688, -3.578, -0.712], [-1.730, -2.178, -0.228], [-4.393, 0.134, 0.944], [-5.099, -0.661, 1.567], [-3.741, 1.119, 1.601], [-4.088, 0.068, -0.380], [-4.013, 1.289, 2.553], [-3.042, 1.741, 1.231], [-3.616, 0.789, -0.896], [-4.593, -0.628, -0.901], [-1.922, 3.020, -1.960], [-2.011, 2.023, -1.204], [-0.938, 3.899, -1.962], [-2.917, 3.275, -2.856], [-0.199, 3.778, -1.255], [-1.009, 4.736, -2.505], [-3.752, 2.720, -2.836], [-2.850, 4.000, -3.544], [3.592, 2.725, 0.104], [2.658, 2.118, -0.437], [4.888, 2.300, 0.191], [3.372, 3.930, 0.659], [5.569, 2.921, 0.577], [5.163, 1.506, -0.360], [3.971, 4.373, 1.330], [2.423, 4.286, 0.609], [0.221, 3.368, 1.293], [0.411, 4.189, 0.371], [0.397, 2.047, 1.260], [0.064, 3.877, 2.563], [0.309, 1.422, 2.065], [0.754, 1.743, 0.371], [0.032, 3.347, 3.415], [0.153, 4.875, 2.621]],
  "forces_ev_per_a": [[0.101, -0.290, 1.095], [-0.655, -0.032, -0.558], [0.023, 0.023, -0.044], [-0.211, -0.080, -0.507], [0.025, -0.023, -0.180], [-0.416, 0.147, -0.104], [0.132, -0.183, -0.095], [-0.426, 0.337, -0.128], [0.378, -0.363, -0.049], [-0.298, -0.517, -0.027], [0.034, 0.805, 0.511], [-0.304, 0.051, -0.175], [0.986, 0.659, 0.837], [0.296, 0.323, -0.888], [0.075, -0.626, -0.106], [-0.559, -0.347, 0.323], [-0.719, 0.373, -0.173], [0.031, -0.191, 0.232], [-0.809, -0.620, 0.703], [0.396, 0.268, -0.379], [0.300, -0.226, 0.026], [0.142, 0.126, -0.126], [0.000, 0.379, -0.365], [0.008, 0.159, 0.071], [1.377, -0.211, -0.394], [-0.086, 0.235, 0.519], [-1.372, 0.546, 0.642], [0.867, -0.187, 0.602], [0.506, -0.146, -0.306], [0.334, -0.205, -0.090], [-0.024, 0.042, 0.136], [-0.392, 0.146, -0.583], [-0.166, 1.278, -0.185], [-0.142, -0.862, -0.364], [1.106, 0.055, -0.162], [0.330, -0.563, 0.338], [-0.486, -0.156, 0.173], [0.025, -0.320, 0.156], [-0.194, 0.125, -0.028], [0.221, 0.125, -0.463], [-1.891, -0.064, 0.215], [0.759, -0.304, -0.230], [0.574, -0.028, 0.077], [0.905, -0.274, -0.033], [0.048, 0.159, 0.269], [-0.048, 0.160, 0.208], [-0.045, 0.385, -0.195], [-0.408, -0.587, -0.291], [-1.389, 0.030, 0.426], [0.730, 0.581, 0.126], [0.080, -1.431, -0.451], [0.155, 0.310, -0.546], [0.070, 0.172, 0.297], [0.351, 0.516, 0.151], [-0.022, 0.047, 0.013], [-0.334, -0.233, 0.188], [0.322, -0.488, 0.946], [-0.003, 0.403, -1.045], [0.252, 1.137, 0.856], [-0.749, -0.935, -0.680], [0.012, -0.251, 0.019], [-0.074, -0.197, -0.455], [0.191, 0.319, 0.254], [0.030, 0.037, 0.069], [-1.312, -0.812, 0.266], [0.321, 0.580, -0.494], [1.149, -0.319, 0.323], [-0.360, -0.164, -0.307], [-0.212, 0.496, -0.050], [0.152, 0.114, 0.026], [0.056, -0.074, 0.026], [-0.011, 0.066, 0.024], [-0.169, 0.416, 0.097], [1.074, -0.135, -0.270], [-0.714, -0.398, -0.298], [-0.615, 0.942, 0.332], [0.269, -0.066, -0.102], [0.152, -0.027, 0.160], [0.287, -0.167, -0.079], [-0.052, -0.200, -0.058], [1.479, 0.445, 2.156], [-0.291, -0.707, -0.156], [-0.536, 0.303, -1.301], [-0.526, 0.666, -0.244], [0.034, 0.252, -0.177], [0.024, -0.367, 0.145], [0.044, -0.347, -0.192], [-0.195, -0.014, 0.101]],
  "mulliken_charge": [0.01, -0.63, -0.38, 0.31, 0.29, 0.39, 0.65, -0.63, -0.12, 0.19, -0.44, 0.35, 0.60, 1.96, 0.04, -0.03, -1.13, -0.63, 0.55, -0.59, -0.78, 0.31, 0.26, 0.25, 0.72, -0.91, -0.21, -0.42, 0.19, 0.12, 0.10, 0.25, 0.14, -0.80, -0.23, -0.30, 0.21, 0.19, 0.24, 0.13, 0.51, -0.86, -0.26, -0.05, 0.24, 0.20, 0.18, 0.19, 0.26, -0.75, -0.01, 0.03, 0.00, 0.21, 0.25, -0.29, 0.30, -0.70, -0.19, -0.14, 0.24, 0.14, 0.07, 0.17, 0.30, -0.39, -0.22, -0.42, 0.08, 0.17, 0.20, 0.15, 0.50, -0.54, -0.40, -0.41, 0.16, 0.24, 0.17, 0.21, 0.53, -0.89, 0.72, -0.37, 0.24, -0.37, 0.16, 0.21]
}


Entry 2:
{
  "formula": "C12H48N24O12",
  "method": "ωB97M-V/def2-TZVPD",
  "total_energy_ev": -73561.1272,
  "max_force_ev_per_a": 8.9,
  "e_homo_ev": -8.0501,
  "symbols": ["C", "O", "N", "N", "H", "H", "H", "H", "C", "O", "N", "N", "H", "H", "H", "H", "C", "O", "N", "N", "H", "H", "H", "H", "C", "O", "N", "N", "H", "H", "H", "H", "C", "O", "N", "N", "H", "H", "H", "H", "C", "O", "N", "N", "H", "H", "H", "H", "C", "O", "N", "N", "H", "H", "H", "H", "C", "O", "N", "N", "H", "H", "H", "H", "C", "O", "N", "N", "H", "H", "H", "H", "C", "O", "N", "N", "H", "H", "H", "H", "C", "O", "N", "N", "H", "H", "H", "H", "C", "O", "N", "N", "H", "H", "H", "H"],
  "xyz": [[1.767, 3.880, 1.747], [1.399, 4.744, 2.555], [1.238, 3.745, 0.546], [2.877, 3.224, 1.881], [0.546, 4.416, 0.242], [1.520, 2.911, 0.051], [3.379, 3.474, 2.721], [3.348, 2.877, 1.057], [5.564, -1.409, -1.482], [5.724, -0.245, -1.153], [4.368, -1.853, -1.899], [6.465, -2.299, -1.213], [3.605, -1.196, -1.978], [4.351, -2.863, -1.925], [7.247, -1.973, -0.664], [6.075, -3.163, -0.864], [-2.707, 3.804, 0.912], [-3.037, 4.879, 0.552], [-3.273, 3.148, 1.848], [-1.837, 3.065, 0.313], [-4.016, 3.577, 2.381], [-2.901, 2.235, 2.067], [-1.771, 2.065, 0.435], [-1.596, 3.527, -0.552], [-5.065, -1.135, -3.311], [-5.695, -0.071, -3.164], [-5.527, -2.204, -3.901], [-3.947, -1.445, -2.804], [-6.292, -1.903, -4.488], [-5.300, -3.172, -3.722], [-3.663, -2.398, -2.630], [-3.445, -0.784, -2.230], [4.249, 3.107, -1.337], [3.784, 3.982, -2.049], [3.864, 1.872, -1.142], [5.279, 3.316, -0.662], [4.561, 1.202, -0.849], [3.130, 1.579, -1.771], [5.564, 2.682, 0.070], [5.462, 4.285, -0.447], [3.486, -2.774, 2.508], [2.913, -1.948, 3.075], [3.025, -3.126, 1.326], [4.626, -3.295, 2.768], [3.643, -3.664, 0.735], [2.129, -2.740, 1.065], [4.963, -3.215, 3.717], [4.988, -4.014, 2.159], [-0.764, 0.467, 3.309], [-1.754, 0.574, 2.502], [0.382, -0.005, 2.986], [-0.914, 0.446, 4.571], [1.118, 0.011, 3.678], [0.542, -0.189, 2.006], [-1.823, 0.308, 4.988], [-0.150, 0.213, 5.189], [0.159, -0.634, -0.257], [0.762, -1.513, 0.241], [-1.163, -0.657, -0.341], [0.697, 0.169, -1.073], [-1.613, 0.120, -0.805], [-1.632, -1.521, -0.111], [1.698, 0.192, -0.946], [0.180, 0.874, -1.579], [-0.139, 3.988, -2.779], [-0.244, 2.858, -2.241], [0.806, 4.822, -2.756], [-1.151, 4.362, -3.486], [1.659, 4.722, -2.224], [0.770, 5.430, -3.562], [-1.167, 5.311, -3.832], [-2.018, 3.845, -3.518], [-3.913, -2.930, 2.946], [-4.941, -2.248, 2.906], [-2.711, -2.450, 2.575], [-3.794, -4.197, 3.336], [-1.922, -3.078, 2.632], [-2.709, -1.518, 2.187], [-2.895, -4.637, 3.199], [-4.684, -4.540, 3.667], [0.507, -4.248, -2.248], [-0.604, -3.711, -2.250], [0.938, -5.225, -2.999], [1.459, -3.980, -1.395], [0.691, -5.071, -3.966], [1.857, -5.486, -2.673], [1.321, -3.195, -0.775], [2.334, -4.485, -1.358], [-4.708, 0.509, 0.156], [-3.967, 0.990, -0.690], [-4.422, 0.347, 1.394], [-5.884, 0.063, -0.154], [-5.132, 0.029, 2.038], [-3.460, 0.381, 1.701], [-6.085, 0.117, -1.142], [-6.584, -0.339, 0.453]],
  "forces_ev_per_a": [[-1.784, 4.408, 0.567], [-0.161, -0.866, 0.126], [-0.874, -0.522, -1.627], [3.438, -2.525, 1.503], [-0.146, -0.715, 0.036], [-0.737, 0.461, -0.612], [0.214, -0.313, -0.318], [0.066, -0.008, 0.443], [-2.678, 3.447, 1.418], [0.498, 1.409, -0.530], [0.400, -0.961, -0.545], [2.746, -3.607, 0.722], [0.004, -0.693, -0.009], [-1.252, 0.406, -0.571], [-0.126, 0.112, -0.168], [0.493, -0.218, -0.225], [-0.836, -0.720, -0.161], [-0.792, 4.754, -1.388], [-2.732, -2.093, 4.908], [4.050, -0.910, -3.196], [0.303, -0.293, -0.079], [-0.429, 0.317, 0.548], [-0.092, 0.371, -0.229], [0.505, -1.039, -0.208], [-2.882, 2.161, 1.231], [0.682, -0.677, -1.044], [-3.769, -1.657, -3.342], [6.591, 0.301, 3.788], [-0.410, -1.174, 0.013], [0.014, 0.564, -0.247], [-0.028, 0.213, -0.524], [-0.379, 0.291, 0.113], [-2.739, 1.009, -2.947], [-1.545, 0.238, -0.778], [-3.269, -2.978, -0.609], [6.885, 2.796, 4.986], [-0.123, -0.456, -0.388], [0.207, -0.287, -0.018], [0.055, 0.074, -0.218], [0.317, -0.074, -0.258], [-0.677, -0.561, -3.685], [-3.051, 4.645, 5.199], [-0.816, -1.844, -3.042], [4.948, -2.228, 2.169], [-0.864, 0.118, -0.306], [0.204, 0.116, -0.456], [0.231, -0.099, -0.322], [0.054, 0.062, 0.679], [-4.446, -1.378, -3.891], [1.755, 0.442, 1.065], [3.760, -0.299, -2.568], [-1.768, 0.940, 6.502], [0.246, -0.399, -0.755], [0.645, -0.014, 0.340], [0.046, 0.518, -0.347], [-0.205, 0.040, -0.245], [-4.721, -1.145, -2.161], [3.630, -4.452, 3.995], [-2.000, 0.358, 0.604], [3.511, 4.129, -2.554], [-0.725, -0.377, 0.207], [-0.121, 0.464, 0.018], [-0.151, 0.651, -0.402], [0.387, 0.502, -0.074], [-2.593, -5.913, 1.770], [1.349, 0.247, 0.704], [4.350, 3.472, 0.044], [-3.709, 2.057, -3.021], [0.197, -0.325, -0.285], [0.777, 0.369, 0.570], [-0.446, -0.221, 0.066], [0.422, -0.079, 0.169], [-0.073, 1.884, -0.750], [0.321, -0.936, 0.402], [0.453, 0.682, -0.397], [-1.292, -0.753, 0.609], [0.156, 0.890, -0.325], [0.687, -0.088, 0.079], [-0.888, -0.631, 0.428], [0.670, -1.007, 0.052], [-3.077, 1.636, 1.143], [0.930, -0.181, -0.507], [-0.046, -2.742, -2.965], [2.146, 2.402, 3.675], [0.390, -0.866, -0.156], [-0.159, -0.559, -1.613], [-0.057, -0.009, 0.304], [-0.390, 0.401, 0.061], [0.796, 0.564, -1.714], [1.540, 0.175, -0.805], [1.600, -0.342, 4.657], [-4.151, -1.056, -2.323], [0.518, -0.269, -0.061], [-0.232, 0.277, 0.177], [-0.307, 0.077, -0.144], [0.560, 0.110, 0.024]],
  "mulliken_charge": [0.54, -0.75, 0.17, -0.26, 0.12, -0.19, 0.24, 0.21, 0.77, -0.74, -0.32, -0.55, 0.18, 0.09, 0.28, 0.20, 0.51, -0.78, -0.16, 0.45, 0.18, -0.19, -0.14, 0.04, 0.60, -0.74, -0.43, -0.23, 0.25, 0.18, 0.17, 0.20, 0.31, -0.75, 0.00, -0.37, 0.20, 0.18, 0.22, 0.27, 0.46, -0.58, -0.11, -0.36, 0.05, 0.18, 0.27, 0.14, 0.60, -0.72, -0.03, -0.40, 0.18, -0.25, 0.26, 0.13, 0.45, -0.86, 0.14, 0.25, -0.14, 0.23, -0.20, -0.02, 0.62, -0.73, -0.26, -0.45, 0.20, 0.18, 0.12, 0.25, 0.66, -0.66, -0.10, -0.41, 0.21, -0.25, 0.16, 0.27, 0.55, -0.62, -0.43, 0.02, 0.25, 0.18, 0.07, 0.16, 0.74, -0.65, 0.00, -0.38, 0.20, 0.03, 0.29, 0.13]
}